(1)
ORCA calculation (ωB97M-V with the def2-TZVPD basis set) on a molecular structure, C37H51F3N3O3P2S2Sn.

Geometry as XYZ:
```
102
Properties=species:S:1:pos:R:3:forces:R:3
Sn 0.16833 -0.20921 -0.39470 0.00 -0.35 -0.13
S -3.76847 -2.97655 0.95095 0.08 0.00 0.05
S -1.14561 -2.51258 2.26937 0.04 -0.01 0.01
P 1.86747 0.69611 3.15432 0.03 -0.09 -0.08
P -1.39105 1.24644 2.01106 -0.01 0.13 0.22
F 4.07584 -6.21399 2.59089 0.04 -0.02 -0.03
F 4.22221 -6.88374 0.53694 0.05 -0.01 0.04
F 5.61001 -5.39998 1.29482 0.00 -0.07 0.03
O 1.77991 2.04188 -0.91141 0.10 0.24 -0.14
O -5.11819 -1.41706 -2.22927 -0.01 0.09 -0.10
O -1.40848 0.54271 -1.71189 0.29 -0.03 0.34
N -1.86718 -1.37468 -0.01235 0.23 -0.08 -0.03
N -2.87246 -1.06016 -0.91511 0.24 0.10 -0.11
N 1.60115 -2.73638 0.20133 -0.05 -0.19 -0.02
C -4.17109 1.96801 -4.42045 0.00 0.00 -0.02
C 2.83244 -2.43363 0.61026 -0.14 0.11 -0.04
C 1.71043 -0.63058 4.42348 -0.01 0.05 -0.05
C 3.26443 7.50707 -4.25308 -0.02 -0.05 0.05
C 1.98436 3.21325 -0.63540 -0.15 -0.12 0.05
C 1.57896 2.84424 -3.58755 0.06 0.01 0.03
C -1.60536 2.97440 1.42456 -0.01 -0.13 -0.04
C 3.45464 1.44666 3.70415 -0.06 -0.01 0.01
C 0.47515 -1.25867 -4.09073 -0.26 0.21 -0.26
C 2.26159 4.29049 -1.58043 0.03 0.04 -0.09
C 1.49381 -3.62431 -3.71597 -0.02 0.01 -0.05
C 0.41474 -1.83741 -2.25521 -0.17 -0.03 0.33
C -3.13132 0.80618 2.38839 0.03 0.08 -0.10
C -3.55601 0.37088 -2.70396 0.10 0.00 -0.04
C -0.78045 1.54013 3.73648 0.08 -0.03 -0.08
C -2.07196 -3.97279 2.82035 0.08 0.03 -0.09
C 2.79821 -1.56451 -2.96920 -0.03 0.07 -0.01
C -3.54416 -3.68646 2.60813 -0.05 0.02 -0.07
C 1.25077 -4.02525 0.15002 0.07 0.15 -0.03
C 2.42118 5.17197 -3.81198 -0.02 0.04 -0.08
C -2.54411 -0.06844 -1.72123 -0.27 -0.11 -0.04
C 0.69616 1.93246 3.87433 -0.14 -0.03 -0.16
C -5.35351 1.25939 -4.64157 0.04 0.02 0.02
C 2.10130 4.11618 -2.97113 -0.03 -0.06 0.07
C 2.85871 5.78428 0.41854 0.00 0.01 -0.08
C -3.28801 1.51632 -3.46422 0.02 0.00 -0.02
C -5.64352 0.13130 -3.90352 -0.06 -0.01 -0.04
C -4.76039 -0.32157 -2.92262 -0.02 -0.03 0.09
C 3.02074 6.54403 -1.94724 0.03 0.11 -0.06
C 2.89577 6.38299 -3.32595 0.00 0.01 0.03
C -2.20211 -2.19802 0.91232 -0.15 0.16 -0.08
C 1.44135 -2.21800 -3.14697 0.03 0.06 0.15
C 3.38626 -4.72157 0.91918 0.01 0.02 -0.01
C 2.70665 5.52807 -1.06529 -0.01 -0.05 0.08
C 2.10964 -5.05387 0.49317 -0.05 -0.04 0.00
C 3.76294 -3.39222 0.98316 0.01 -0.02 0.00
C 4.33849 -5.81420 1.33606 -0.04 0.06 -0.02
H 1.79492 -6.08737 0.42739 0.00 0.04 -0.01
H -0.96822 0.61791 4.29421 -0.04 0.00 0.00
H 1.90197 5.70347 0.93917 0.03 0.00 0.01
H -6.55822 -0.42810 -4.05571 0.03 0.04 0.00
H 2.64594 8.38464 -4.05802 0.00 0.00 -0.01
H 1.95670 3.50898 0.42797 0.05 -0.02 -0.03
H 0.68400 2.48673 -3.07828 -0.01 0.01 -0.01
H -1.83624 -4.13438 3.87065 0.00 -0.01 0.01
H -4.13865 -4.59771 2.65240 0.00 0.00 0.03
H 3.68424 2.32227 3.09397 -0.01 -0.02 0.04
H -3.70221 0.77569 1.45737 0.00 -0.02 0.04
H -0.63427 3.44888 1.26870 -0.02 -0.02 0.02
H 1.34707 3.01178 -4.63903 0.02 0.01 0.01
H 0.23930 -4.23746 -0.18617 0.05 0.01 0.03
H 0.76568 -1.16220 4.29398 0.03 0.02 0.03
H 3.35985 -2.11398 -2.21257 0.01 -0.01 0.00
H 0.94420 2.05901 4.93160 -0.02 0.09 0.03
H 2.17547 -3.68197 -4.56620 -0.04 0.00 0.01
H 2.69306 -0.53126 -2.63030 0.02 -0.03 -0.01
H -3.94810 2.85791 -4.99501 -0.02 -0.04 0.03
H -3.58391 1.53605 3.06308 -0.04 -0.03 -0.01
H 3.37269 7.49526 -1.55907 -0.01 -0.06 -0.01
H 3.13972 7.22282 -5.29635 0.00 0.00 0.01
H 4.75488 -3.10766 1.30644 -0.03 0.01 -0.01
H 0.50747 -3.96387 -4.03412 0.02 -0.01 0.04
H 3.07783 -1.37397 0.64331 -0.03 -0.08 0.02
H 1.76149 -0.22625 5.43789 0.00 -0.04 -0.01
H -2.18919 3.56355 2.13449 0.01 0.04 -0.02
H 3.23572 6.79233 0.58154 -0.01 -0.01 -0.01
H 2.29146 5.04721 -4.88273 0.02 0.00 0.06
H -6.05256 1.60025 -5.39585 0.01 -0.03 0.03
H -0.44957 -2.51622 -2.31418 0.06 0.03 -0.13
H -1.41598 2.31692 4.16980 -0.01 -0.02 0.11
H -0.34980 -1.79934 -4.53914 0.00 -0.07 0.02
H 1.19211 -0.99021 -4.86560 0.15 -0.08 0.10
H -1.74163 -4.83336 2.23972 -0.04 -0.03 0.03
H -3.17456 -0.18363 2.84657 0.01 0.03 0.00
H 4.30371 7.79991 -4.09666 -0.01 0.01 -0.02
H 4.25955 0.72321 3.56373 0.00 0.03 0.00
H 2.51861 -1.35201 4.28889 -0.02 0.00 0.01
H 3.55883 5.09172 0.88829 -0.02 0.00 -0.01
H 3.37617 -1.58311 -3.89547 -0.03 0.01 0.03
H 0.87791 2.89321 3.38107 0.02 -0.03 0.01
H -2.36136 2.04364 -3.27568 -0.03 -0.02 -0.02
H -2.12335 2.94977 0.46330 0.02 0.05 0.02
H 2.32104 2.04573 -3.51772 -0.02 0.01 0.01
H 0.13246 -0.30653 -3.67813 -0.06 -0.01 0.03
H 3.42495 1.74004 4.75625 0.02 0.00 -0.02
H -3.91827 -2.97664 3.34375 -0.01 -0.01 0.04
H -4.42463 -1.57000 -1.55285 0.01 -0.06 0.05
H 1.85862 -4.30806 -2.94604 0.03 0.04 -0.03
```
Positions in Å, forces in eV/Å.

## Properties
Max |F| = 0.4 eV/Å
Total charge = +1
Relative energy (zero: lowest compared OMol25 entry of this formula, charge and spin) = 59.2 kcal per mole

=====

(2)
ORCA calculation (ωB97M-V with the def2-TZVPD basis set) on 10 unconnected molecules or ions with the total composition C37H51N11O at a distorted geometry.

Geometry as XYZ:
```
100
Properties=species:S:1:pos:R:3:forces:R:3
O 5.02548 3.16401 6.05869 -0.16 -0.68 1.11
N 2.89877 3.67424 5.44507 -2.91 0.11 0.02
N 3.18943 1.01090 -2.33015 2.07 2.22 -0.83
N 5.02318 -4.38888 4.68425 -1.68 -1.88 1.30
N -1.85560 2.25189 7.15452 0.31 1.27 0.96
N -4.33185 4.60945 -3.95774 -0.75 1.23 1.26
N -4.89468 -4.92541 -3.39509 -1.90 0.82 -0.63
N -2.55759 -7.73234 -0.31777 0.41 -0.35 -0.23
N -2.43319 -0.98556 -7.23307 0.81 -1.03 0.51
N 1.67385 -0.81094 2.10811 -0.24 0.22 -0.50
N 4.67802 4.43215 4.35350 0.99 2.65 -3.71
N 2.68821 6.53348 0.73014 -1.45 0.15 1.97
C -1.04868 -4.14602 -8.54243 0.25 0.79 1.16
C -2.09050 4.49488 6.89891 0.47 -2.01 0.71
C -3.07709 4.48668 -2.10069 0.80 -0.50 -1.32
C 4.71818 2.67258 -2.81293 -0.73 -0.84 -0.79
C -2.23201 -8.64112 -1.30240 0.12 0.44 -0.17
C 4.73738 -2.42154 5.70112 -1.95 -1.34 0.86
C 0.05831 -0.14670 0.70041 -0.24 1.33 1.44
C -2.19619 3.24462 6.24262 0.07 0.96 1.78
C -1.74415 -1.79683 -6.77311 -0.19 1.11 0.33
C 3.72971 2.67276 -3.82365 -2.48 -1.60 0.64
C 0.92517 6.15079 2.08679 -1.04 -0.26 -0.12
C 2.76767 1.65521 -3.47213 0.84 0.98 -0.05
C 5.84386 -3.52335 4.11558 1.26 -0.11 -2.58
C 5.57919 -2.30875 4.63885 2.49 2.47 -1.19
C 4.38982 1.63697 -1.98029 -0.06 -0.69 1.77
C 1.50496 7.34408 2.50794 1.90 1.01 -0.27
C 0.45233 -1.42095 0.30441 1.71 -0.49 0.98
C -1.69897 -6.66398 -0.38151 -0.86 0.04 -0.22
C -6.23885 -3.04359 -3.36005 0.78 -1.23 0.06
C -1.32405 -4.15711 -6.98646 1.19 -0.08 -0.56
C -6.73661 -3.94118 -4.31005 0.04 -2.64 -0.13
C -5.13425 -3.70357 -2.85448 1.24 1.97 1.54
C -3.25415 4.01795 -3.39774 0.47 -0.86 -0.25
C -0.86212 -2.86620 -6.23604 -1.25 0.14 -1.26
C -4.87368 5.51451 -3.04615 1.27 -0.42 0.40
C -1.16651 -8.12240 -2.05616 -2.12 -1.01 1.02
C 2.61386 7.52989 1.70582 0.66 0.32 -1.02
C -5.94736 -5.11896 -4.27490 -0.52 0.87 -0.58
C 4.21961 3.73807 5.34102 1.13 -2.32 2.37
C 0.80287 0.20637 1.82325 -0.20 -0.16 0.12
C 1.51075 -1.78369 1.18103 -1.33 -0.89 -1.66
C -0.91968 -6.86671 -1.48294 1.92 0.52 -0.11
C 1.62548 5.69527 1.01010 0.36 -1.03 -0.86
C -1.64217 4.23629 8.26354 -0.47 -2.27 -1.71
C -4.04460 5.45254 -1.89762 -1.88 0.89 -0.89
C -1.49483 2.81684 8.39903 -0.83 2.47 -1.48
C 4.31363 -3.74225 5.62574 -0.71 0.78 2.47
H 5.99943 -1.38364 4.27282 0.35 -0.07 0.16
H -0.67567 -4.88206 -6.49437 -0.30 -0.70 -0.35
H -2.27015 4.30682 -1.40579 -0.03 -0.36 -0.24
H 0.73739 1.00466 2.54771 -0.13 0.22 -0.40
H 3.36713 6.44080 -0.01186 -0.23 0.01 0.31
H 3.66812 -4.24033 6.33401 0.00 -0.27 -0.27
H 4.50441 -1.69832 6.46864 -0.30 0.01 -0.32
H -1.16846 2.27239 9.27279 -0.15 -0.28 -0.34
H -2.28776 5.49255 6.53539 -0.05 -0.26 -0.31
H 1.78650 1.33957 -3.79474 0.16 0.43 -0.72
H 0.01513 -2.00517 -0.49180 0.30 -0.05 0.04
H -2.56802 2.94294 5.27457 0.11 0.25 0.02
H -1.54157 5.03194 8.98688 0.29 -0.38 0.18
H 6.50869 -3.82805 3.32088 -0.12 0.18 -0.02
H -6.06646 -6.03020 -4.84223 0.06 0.08 0.10
H -4.20662 -5.58060 -3.05245 -0.20 0.12 -0.29
H 2.67074 0.35491 -1.76381 0.16 0.13 -0.19
H 3.64421 3.39045 -4.62615 -0.10 -0.25 -0.06
H -3.28869 -7.86950 0.36545 0.25 0.06 -0.18
H 5.66081 4.31367 4.15303 -0.34 0.19 0.00
H -4.67628 4.45750 -4.89496 0.14 -0.05 0.32
H 4.88784 1.33987 -1.06919 0.03 -0.11 -0.08
H -4.41546 -3.27004 -2.17492 0.00 -0.20 0.21
H -6.69143 -2.11407 -3.04766 0.41 -0.01 -0.04
H -0.94208 -3.01809 -5.15964 -0.43 0.27 -0.05
H -1.78909 -5.82805 0.29635 0.12 -0.12 -0.07
H 2.38150 3.12938 6.12009 0.70 0.12 0.04
H 4.05141 4.78862 3.64612 0.40 0.07 -0.07
H 2.32316 4.19065 4.79538 0.09 -0.08 0.17
H 1.45423 4.78351 0.45714 0.06 0.16 -0.16
H -0.06260 -6.27905 -1.77698 -0.21 0.37 0.06
H 2.07173 -2.70275 1.09723 0.19 0.20 0.50
H 2.30626 -0.79999 2.89554 -0.01 -0.20 -0.30
H 5.57064 3.33549 -2.82902 0.04 -0.28 0.40
H -1.56539 -3.33845 -9.06102 -0.40 -0.02 0.23
H 1.23956 8.03644 3.29319 -0.16 -0.26 0.01
H -2.85141 -9.52350 -1.36676 0.32 -0.10 -0.23
H -4.05379 6.04421 -0.99415 -0.54 0.13 -0.18
H -0.69795 -8.61819 -2.89344 0.01 0.21 0.10
H 4.84948 -5.37507 4.55247 0.61 0.27 -0.43
H -0.75190 0.47327 0.34600 0.05 -0.16 -0.23
H 0.17908 -2.59711 -6.41382 -0.01 -0.12 -0.33
H -5.71574 6.11331 -3.36044 0.10 0.04 0.37
H -1.26229 -5.07056 -9.07879 0.00 -0.08 0.40
H -2.36754 -4.37585 -6.75978 0.09 0.07 0.08
H -0.00945 5.77221 2.47355 0.16 -0.34 -0.11
H -2.03770 1.27361 6.98157 0.28 0.23 0.15
H 3.36912 8.30035 1.65718 -0.21 0.14 0.28
H -7.68546 -3.90901 -4.82486 0.17 0.19 -0.22
H 0.00034 -3.87749 -8.66718 0.21 -0.34 -0.14
H -2.76871 3.30115 -4.04344 0.43 -0.12 0.52
```
Positions in Å, forces in eV/Å.

## Properties
Max |F| = 4.7 eV/Å
SMILES = c1cc[nH]c1.c1cc[nH]c1.c1cc[nH]c1.c1cc[nH]c1.c1cc[nH]c1.c1cc[nH]c1.c1cc[nH]c1.c1cc[nH]c1.NC(N)=O.CCCC#N

=====

Short version: electronic energy = -104035.999 -57630.455 eV, in the order given.
Short version: gap between HOMO and LUMO = 7.8 8.1 eV, in the order given.